[1]
12
Properties=species:S:1:pos:R:3:forces:R:3 method="wB97M-V/def2-TZVPD" homo_lumo_gap_ev=10.09 smiles="C=NC.C=O" e_above_lowest_kj_mol=358.6 lumo_energy_ev=0.6 fmax_ev_per_a=5.34 spin_multiplicity=1
C 1.6455 1.0072 3.3680 4.716 2.247 1.118
N 0.6270 1.0604 2.6986 -2.299 -1.112 -0.558
C -0.3087 -0.0812 2.6959 -0.697 -0.250 -2.802
H 2.3586 1.8976 3.3125 -1.076 -0.602 -0.054
H 2.1881 0.2966 3.9954 -1.048 -1.092 0.027
H -0.7994 0.0830 1.6758 -0.324 -0.118 1.621
H -1.0556 0.0512 3.5375 0.936 -0.694 -1.074
H 0.1101 -1.1344 2.4152 -0.208 1.621 1.720
C -1.2504 -0.8328 -5.8700 1.256 -1.071 -3.418
O -0.6680 -1.8507 -6.2499 -1.834 1.905 0.872
H -1.9543 -0.2066 -6.5376 0.348 -1.316 0.720
H -0.8930 -0.2903 -5.0415 0.230 0.483 1.827

---

[2]
14
Properties=species:S:1:pos:R:3:forces:R:3 method="wB97M-V/def2-TZVPD" homo_lumo_gap_ev="7.70 / 7.11" e_above_lowest_kj_mol=779.3 lumo_energy_ev="0.2 / -0.1" fmax_ev_per_a=4.03 spin_multiplicity=1
C -0.4731 0.4097 -0.2421 3.799 -1.353 0.032
C -0.2558 -0.9401 0.2625 -2.200 -1.172 -0.454
N -1.2246 0.5960 -1.4515 0.075 0.065 0.359
C -1.1151 0.6681 1.0455 -1.054 0.679 0.661
C 0.3449 -2.0375 0.6497 0.065 -0.431 0.208
C 1.0370 0.5707 -0.2260 -1.020 2.834 -0.917
C 2.1840 0.9221 -0.3582 -0.063 -0.224 0.100
H -1.4125 1.5859 -1.5762 0.102 -0.100 -0.096
H -0.7108 0.2403 -2.2511 -0.078 0.102 0.119
H -0.5404 0.8877 1.9302 0.099 0.028 -0.130
H -2.1817 0.8458 1.0449 0.010 -0.297 0.021
H -0.2275 -2.9433 0.8267 -0.096 0.078 0.450
H 1.4123 -2.1212 0.8313 0.250 0.055 -0.428
H 3.1634 1.3156 -0.4856 0.112 -0.265 0.077

---

[3]
16
Properties=species:S:1:pos:R:3:forces:R:3 method="wB97M-V/def2-TZVPD" homo_lumo_gap_ev="8.07 / 7.98" e_above_lowest_kj_mol=348.8 lumo_energy_ev="0.3 / 0.4" fmax_ev_per_a=3.47 spin_multiplicity=1
C -1.7394 1.5897 0.3221 -0.042 -0.318 -0.070
C 2.4465 0.4779 0.4833 0.634 0.125 0.278
C -1.3599 0.4854 -0.3294 -0.526 0.620 0.069
C 1.5040 0.6894 -0.3785 -2.687 -2.147 0.471
C -0.4309 -1.9025 -0.4261 -0.134 -0.039 0.285
C -0.4956 -0.5421 0.1742 3.100 1.401 -0.312
F -0.2798 -0.5550 1.5177 -0.348 -0.082 -0.271
H -2.3510 2.3385 -0.1500 -0.127 0.040 -0.145
H -1.4386 1.7801 1.3374 0.092 -0.039 0.216
H 3.4127 0.9746 0.4392 0.021 0.170 -0.053
H 2.3311 -0.2039 1.3136 -0.155 -0.208 0.115
H -1.6601 0.3433 -1.3606 -0.007 -0.012 -0.062
H 1.3500 1.2833 -1.2485 0.090 0.394 -0.387
H -0.5775 -1.8543 -1.5017 0.041 0.025 -0.029
H -1.2290 -2.5165 0.0117 0.025 0.016 -0.084
H 0.5177 -2.3878 -0.2043 0.024 0.054 -0.021

---

[4]
6
Properties=species:S:1:pos:R:3:forces:R:3 method="wB97M-V/def2-TZVPD" homo_lumo_gap_ev=10.44 smiles="F/C=C/Cl" e_above_lowest_kj_mol=47.1 lumo_energy_ev=1.1 fmax_ev_per_a=4.90 spin_multiplicity=1
F -1.7732 -0.1062 -0.0230 -2.029 0.029 -0.065
C -0.5959 0.4395 0.0506 3.640 -3.263 0.272
C 0.4509 -0.4259 0.1147 -2.101 2.106 -0.862
Cl 2.0485 0.0661 -0.0064 1.360 0.650 0.207
H -0.4600 1.4667 -0.0163 -0.401 1.828 0.118
H 0.3297 -1.4402 -0.1197 -0.470 -1.350 0.331

---

[5]
57
Properties=species:S:1:pos:R:3:forces:R:3 method="wB97M-V/def2-TZVPD" homo_lumo_gap_ev=6.66 smiles="CCOC(=O)C(Cl)(C(=O)OCC)[C@H](N=[S@@](=O)([O-])c1ccc(C)cc1)c1ccc(OC)cc1" lumo_energy_ev=2.5 fmax_ev_per_a=3.74 spin_multiplicity=1 total_charge=-1
C -1.2204 5.0338 3.3881 0.061 0.370 0.421
C -1.2976 4.4978 1.9833 0.341 -0.491 0.437
O -0.9229 3.0829 2.1339 -0.070 0.634 0.027
C -0.9782 2.4511 0.9745 -0.671 1.851 -2.436
O -1.3465 3.1107 -0.0034 0.511 -1.342 2.680
C -0.4947 0.9913 0.9398 2.018 -1.457 1.195
Cl 1.2789 1.0573 0.9307 1.976 0.713 1.060
C -0.8420 0.2142 2.2887 0.470 -2.119 -0.941
O -0.8357 -1.0061 2.2891 -0.173 2.184 0.611
O -1.0077 1.0028 3.3674 -0.051 -0.526 -0.084
C -1.1003 0.3740 4.6728 -0.008 0.313 -0.658
C -1.1356 1.4731 5.6947 0.150 0.676 0.745
C -0.8128 0.1702 -0.4133 -3.246 0.911 0.323
N -0.6605 -1.1993 -0.6661 0.961 -1.268 -0.140
S -1.5666 -2.4006 -1.1838 1.346 1.597 1.900
O -2.5131 -2.7094 -0.1331 -1.081 -0.578 -0.133
O -2.0587 -2.4290 -2.5490 -0.007 0.476 -0.007
C -0.4007 -3.7939 -1.1486 1.124 -0.444 -0.135
C -0.2105 -4.6910 -2.2293 0.038 0.359 0.469
C 0.7181 -5.7423 -2.1467 -0.145 0.032 0.164
C 1.4764 -5.9536 -0.9825 -0.434 0.525 -0.066
C 2.4035 -7.1407 -0.8636 0.027 0.020 -0.056
C 1.3169 -5.0369 0.0721 -0.172 -0.170 -0.123
C 0.3863 -3.9865 -0.0056 0.227 -0.277 -0.051
C -0.3339 0.9857 -1.6147 -0.188 0.178 -0.732
C -0.9490 2.1620 -2.0810 0.159 -0.440 -0.756
C -0.3584 2.9784 -3.0423 0.235 -0.724 -0.511
C 0.8268 2.5610 -3.6803 -0.303 -0.229 1.261
O 1.3759 3.4428 -4.5797 0.531 -0.355 -0.148
C 2.7708 3.3032 -4.8830 -0.959 0.443 0.052
C 1.3853 1.3226 -3.3091 -0.412 0.618 -0.512
C 0.7735 0.5183 -2.3451 0.023 0.327 0.745
H -1.3624 6.1185 3.3955 -0.098 -0.057 -0.093
H -2.0197 4.5893 4.0066 0.509 0.099 -0.129
H -0.2260 4.8528 3.8281 -0.458 -0.134 -0.081
H -2.3184 4.5808 1.5796 0.493 -0.124 0.003
H -0.5765 4.9542 1.2868 -0.401 -0.060 0.284
H -2.0190 -0.1947 4.7261 -0.116 -0.374 -0.125
H -0.2463 -0.2776 4.7978 0.142 -0.260 0.022
H -1.1265 1.0574 6.7104 -0.120 -0.183 -0.213
H -0.2510 2.1326 5.6680 -0.390 -0.209 -0.341
H -2.0537 2.0780 5.6176 0.402 -0.131 -0.139
H -1.7747 0.4880 0.1174 -2.053 -0.933 -2.985
H -0.7884 -4.5577 -3.1404 0.058 0.096 0.182
H 0.8558 -6.4290 -3.0041 -0.190 0.467 0.523
H 2.8811 -7.1522 0.1200 0.015 -0.023 -0.132
H 1.8631 -8.0891 -0.9843 0.025 0.209 0.049
H 3.1855 -7.1278 -1.6331 -0.079 0.058 0.139
H 1.9340 -5.1668 0.9795 -0.450 0.133 -0.483
H 0.2831 -3.3058 0.8377 -0.055 0.001 -0.245
H -1.8926 2.4586 -1.6479 0.203 -0.290 -0.771
H -0.8352 3.9098 -3.3402 0.109 -0.157 -0.027
H 3.0016 4.2394 -5.3913 0.277 -0.131 0.008
H 3.3516 3.2036 -3.9706 0.140 0.001 0.156
H 2.9836 2.4662 -5.5452 -0.096 -0.168 -0.063
H 2.2889 0.9918 -3.7975 0.077 -0.185 -0.057
H 1.1952 -0.4642 -2.0913 -0.224 0.549 -0.082